Entry A
Formula: C6H13N3O
Source: OMol25
Level of theory: the ωB97M-V functional and the def2-TZVPD basis

```
23
Properties=species:S:1:pos:R:3
C 1.255 -0.048 0.175
C 5.544 -0.259 -0.070
C -1.759 -2.255 0.677
C -1.210 2.644 0.243
C -1.870 -1.113 -0.315
C -1.682 1.399 -0.485
N 0.103 0.046 0.244
N 4.585 -0.766 -0.694
N -1.261 0.150 0.241
O 6.389 0.206 0.497
H 4.748 -1.418 -1.467
H -0.730 -2.450 0.966
H -2.354 -2.068 1.570
H -2.145 -3.159 0.216
H -0.125 2.719 0.273
H -1.584 3.517 -0.285
H -1.599 2.687 1.259
H -2.919 -0.899 -0.528
H -1.363 -1.343 -1.253
H -1.277 1.355 -1.497
H -2.771 1.387 -0.540
H 3.600 -0.577 -0.451
H -1.576 0.243 1.224
```

Calculated values
**LUMO level**: -7.52 eV
**Highest occupied orbital energy**: -19.747 eV
**Frontier orbital gap**: 12.2 eV
**Total charge**: +2
**Spin multiplicity**: 1

***

Entry B
Formula: C6H13N3O
Source: OMol25
Level of theory: the ωB97M-V functional and the def2-TZVPD basis

```
23
Properties=species:S:1:pos:R:3
C -2.374 -0.822 0.619
C -4.432 0.360 0.381
C 1.375 -0.619 1.858
C 1.108 0.389 -2.348
C 0.606 0.484 1.113
C -0.148 0.494 -1.526
N -1.338 -0.529 0.133
N -3.632 -0.831 0.803
N -0.060 -0.171 -0.114
O -3.986 1.273 -0.223
H -5.549 0.179 0.664
H 1.652 -0.340 2.853
H 0.746 -1.453 2.240
H 2.133 -1.018 1.108
H 0.862 1.062 -3.208
H 1.889 0.840 -1.743
H 1.403 -0.584 -2.772
H 1.159 1.452 0.929
H -0.175 0.830 1.762
H -0.872 -0.010 -2.060
H -0.462 1.481 -1.345
H -4.292 -1.526 1.107
H 0.594 -1.289 -0.243
```

Calculated values
**LUMO level**: -9.35 eV
**Highest occupied orbital energy**: -19.593 eV
**Frontier orbital gap**: 10.2 eV
**Total charge**: +2
**Spin multiplicity**: 1

***

Ordering by calculated energy gives the sequence entry A, entry B, with the first entry being the most stable.

***

Entry A
Formula: C4H2FO2
Source: OMol25
Level of theory: the ωB97M-V functional and the def2-TZVPD basis

```
9
Properties=species:S:1:pos:R:3
C 0.853 -0.143 -1.165
C 1.827 0.855 -1.379
C -1.400 -0.908 1.019
C 1.294 0.638 -0.080
O -2.449 -0.434 1.287
O -1.080 -1.793 0.240
F -0.276 -0.502 1.924
H 0.362 -1.044 -1.011
H 1.302 0.746 1.033
```

Calculated values
**LUMO level**: 4.35 eV
**Highest occupied orbital energy**: -5.066 eV
**Frontier orbital gap**: 9.4 eV
**Total charge**: -1
**Spin multiplicity**: 1

***

Entry B
Formula: C4H2FO2
Source: OMol25
Level of theory: the ωB97M-V functional and the def2-TZVPD basis

```
9
Properties=species:S:1:pos:R:3
C 0.622 0.838 -0.153
C 1.058 1.426 1.027
C -0.945 -0.553 -1.110
C 0.352 0.061 1.051
O -1.811 0.217 -1.257
O -0.523 -1.662 -1.128
F 1.089 -1.129 1.262
H 0.816 0.779 -1.202
H -0.659 0.023 1.510
```

Calculated values
**LUMO level**: 3.78 eV
**Highest occupied orbital energy**: -3.294 eV
**Frontier orbital gap**: 7.1 eV
**Total charge**: -1
**Spin multiplicity**: 1

***

Ordering by calculated energy gives the sequence entry A, entry B, with the first entry being the most stable.

***

Entry A
Formula: CH3Br2PS
Source: OMol25
Level of theory: the ωB97M-V functional and the def2-TZVPD basis

```
8
Properties=species:S:1:pos:R:3
C 1.011 -0.055 0.211
P -0.810 0.098 -0.181
S -1.186 1.031 -2.557
Br -1.538 -1.950 0.276
Br -1.602 1.241 1.618
H 1.381 0.817 0.614
H 1.458 -0.890 0.907
H 1.287 -0.292 -0.889
```

Calculated values
**LUMO level**: -1.96 eV
**Highest occupied orbital energy**: -8.925 eV
**Frontier orbital gap**: 7.0 eV
**Structure (SMILES)**: CP(=S)(Br)Br
**Spin multiplicity**: 1

***

Entry B
Formula: CH3Br2PS
Source: OMol25
Level of theory: the ωB97M-V functional and the def2-TZVPD basis

```
8
Properties=species:S:1:pos:R:3
C 1.330 -0.003 0.200
P -0.991 -0.027 -0.345
S -1.424 -0.191 -2.221
Br -1.850 -1.620 0.957
Br -1.731 1.835 0.626
H 1.473 -0.938 0.719
H 1.790 0.073 -0.767
H 1.403 0.872 0.831
```

Calculated values
**LUMO level**: -1.02 eV
**Highest occupied orbital energy**: -9.265 eV
**Frontier orbital gap**: 8.2 eV
**Spin multiplicity**: 1

***

Ordering by calculated energy gives the sequence entry B, entry A, with the first entry being the most stable.

***

Entry A
Formula: C5H10NS
Source: OMol25
Level of theory: the ωB97M-V functional and the def2-TZVPD basis

```
17
Properties=species:S:1:pos:R:3
C 0.108 1.610 -0.231
C -0.987 0.565 -0.233
C -2.283 0.480 0.415
C 1.862 -1.522 0.312
C 1.742 -0.114 -0.387
N 0.906 0.659 0.446
S -3.568 -0.515 -0.105
H 0.523 1.727 -1.219
H -0.316 2.383 0.432
H -0.910 -0.127 -0.989
H -2.624 1.002 1.247
H 2.739 -1.703 0.886
H 0.865 -1.591 0.796
H 1.889 -2.326 -0.542
H 1.271 -0.217 -1.374
H 2.805 0.262 -0.571
H -4.020 -0.572 1.118
```

Calculated values
**LUMO level (alpha / beta)**: -6.98 / -6.63 eV
**Highest occupied orbital energy (alpha / beta)**: -13.835 / -13.918 eV
**Frontier orbital gap (alpha / beta)**: 6.9 / 7.3 eV
**Total charge**: +1
**Spin multiplicity**: 1

***

Entry B
Formula: C5H10NS
Source: OMol25
Level of theory: the ωB97M-V functional and the def2-TZVPD basis

```
17
Properties=species:S:1:pos:R:3
C -2.231 0.754 0.499
C -0.927 1.274 0.377
C -1.614 -0.240 -0.320
C -1.245 -1.642 -0.071
C 2.131 0.181 0.068
N 2.781 1.241 -0.219
S 2.203 -1.363 -0.483
H -2.778 0.982 1.406
H -1.353 0.116 -1.350
H -1.557 -2.088 0.799
H -0.153 -1.659 -0.287
H -1.610 -2.277 -0.862
H -0.307 1.336 1.270
H 3.537 1.246 -0.901
H -0.779 1.746 -0.600
H 2.610 2.135 0.272
H 1.289 -1.743 0.402
```

Calculated values
**LUMO level**: -5.71 eV
**Highest occupied orbital energy**: -11.364 eV
**Frontier orbital gap**: 5.7 eV
**Total charge**: +1
**Spin multiplicity**: 1

***

Ordering by calculated energy gives the sequence entry A, entry B, with the first entry being the most stable.

***

Entry A
Formula: CH4NO2P
Source: OMol25
Level of theory: the ωB97M-V functional and the def2-TZVPD basis

```
9
Properties=species:S:1:pos:R:3
C 1.406 0.432 1.349
N -0.832 -0.210 -1.586
O 1.402 0.324 0.157
O -1.918 -0.737 0.678
P -2.214 -0.284 -0.702
H 2.180 -0.096 2.072
H 0.756 0.984 1.986
H 0.121 -0.550 -1.466
H -0.902 0.137 -2.489
```

Calculated values
**LUMO level**: 0.64 eV
**Highest occupied orbital energy**: -9.845 eV
**Frontier orbital gap**: 10.5 eV
**Structure (SMILES)**: NP=O.C=O
**Spin multiplicity**: 1

***

Entry B
Formula: CH4NO2P
Source: OMol25
Level of theory: the ωB97M-V functional and the def2-TZVPD basis

```
9
Properties=species:S:1:pos:R:3
C 0.603 -0.489 0.299
N 1.310 0.511 -0.388
O -3.011 0.668 -0.033
O -0.797 -0.053 0.571
P -2.200 -0.472 -0.201
H 0.770 -1.582 -0.228
H 1.029 -0.735 1.331
H 1.367 1.447 -0.055
H 0.929 0.705 -1.294
```

Calculated values
**LUMO level**: 0.02 eV
**Highest occupied orbital energy**: -10.170 eV
**Frontier orbital gap**: 10.2 eV
**Structure (SMILES)**: NCOP=O
**Spin multiplicity**: 1

***

Ordering by calculated energy gives the sequence entry B, entry A, with the first entry being the most stable.

***

Entry A
Formula: C2H7NO3S
Source: OMol25
Level of theory: the ωB97M-V functional and the def2-TZVPD basis

```
14
Properties=species:S:1:pos:R:3
C -1.368 0.396 -1.529
C 2.031 -0.550 1.092
N -0.173 0.895 -0.808
O 0.140 -2.189 0.026
O -0.691 -0.434 1.634
O -0.423 1.818 0.126
S 0.172 -0.879 0.542
H -1.884 1.154 -2.148
H -0.853 -0.470 -2.094
H -2.094 -0.110 -0.767
H 2.398 -1.547 1.155
H 2.315 0.109 0.260
H 1.824 -0.134 2.090
H -1.395 1.941 0.420
```

Calculated values
**LUMO level (alpha / beta)**: -0.17 / -0.17 eV
**Highest occupied orbital energy (alpha / beta)**: -8.738 / -8.737 eV
**Frontier orbital gap (alpha / beta)**: 8.6 / 8.6 eV
**Spin multiplicity**: 1

***

Entry B
Formula: C2H7NO3S
Source: OMol25
Level of theory: the ωB97M-V functional and the def2-TZVPD basis

```
14
Properties=species:S:1:pos:R:3
C 1.922 0.784 -0.127
C 1.722 -0.633 0.314
N 0.793 -1.235 -0.204
O -1.379 0.014 -1.150
O -3.326 -1.059 0.222
O -2.807 1.263 0.637
S -2.851 0.077 -0.565
H 2.802 1.291 0.392
H 2.341 0.625 -1.195
H 1.014 1.304 -0.187
H 2.274 -1.040 1.227
H 0.701 -2.263 -0.108
H -2.777 1.070 1.562
H -0.430 -0.199 -0.818
```

Calculated values
**LUMO level**: 0.64 eV
**Highest occupied orbital energy**: -9.621 eV
**Frontier orbital gap**: 10.3 eV
**Spin multiplicity**: 1

***

Ordering by calculated energy gives the sequence entry B, entry A, with the first entry being the most stable.